[1]
Density functional theory data (ωB97M-V/def2-TZVPD) for C3H6N2O in the gas phase in a non-equilibrium geometry.

The value obtained for the total energy is -302.48226 Eh. As for the orbital gap (alpha / beta): 0.246 / 0.225 Eh. Its molar mass is 86.09 g/mol. As for the relative energy (zero: lowest compared OMol25 entry of this formula, charge and spin): 553.6 kJ/mol.

Cartesian coordinates (Å):
C 0.960 0.998 0.140
C 1.722 -0.135 -0.185
C -0.485 0.626 0.651
N -0.775 -0.803 0.580
N -1.652 -1.110 -0.311
O 1.345 -1.308 -0.149
H 1.436 2.021 0.075
H 2.649 0.197 -0.658
H -0.542 0.862 1.720
H -1.153 1.004 -0.088
H -1.966 -0.371 -1.059
H -1.537 -1.980 -0.715

---

[2]
Density functional theory data (ωB97M-V/def2-TZVPD) for C8H16N2O3 in the gas phase in a non-equilibrium geometry.

The value obtained for the total energy is -649.65464 Eh. As for the orbital gap: 0.348 Eh. Its SMILES is CC[C@H](C)[C@H](N)C(=O)NCC(=O)O. Its molar mass is 188.23 g/mol. As for the relative energy (zero: lowest compared OMol25 entry of this formula, charge and spin): 168.7 kJ/mol.

Cartesian coordinates (Å):
C -1.757 1.505 1.484
C -1.077 1.541 0.129
C -1.591 0.413 -0.837
C -3.066 0.758 -1.155
C -1.450 -1.050 -0.325
N -2.281 -1.533 0.688
C -0.004 -1.193 0.141
O 0.275 -1.037 1.345
N 0.923 -1.231 -0.875
C 2.314 -0.925 -0.614
C 2.609 0.514 -0.189
O 2.047 1.532 -0.584
O 3.736 0.346 0.599
H -2.032 0.423 1.754
H -2.683 2.052 1.358
H -1.145 1.956 2.269
H -1.158 2.518 -0.285
H -0.044 1.411 0.278
H -1.130 0.490 -1.765
H -3.538 -0.129 -1.774
H -3.667 0.735 -0.206
H -3.318 1.733 -1.674
H -1.552 -1.688 -1.178
H -3.033 -2.169 0.454
H -1.780 -1.927 1.528
H 0.602 -0.682 -1.646
H 2.614 -1.583 0.240
H 2.938 -1.103 -1.515
H 4.098 1.204 0.794

---

[3]
Density functional theory data (ωB97M-V/def2-TZVPD) for a molecular structure, CdI in a non-equilibrium geometry.

The value obtained for the total energy is -465.12027 Eh. The charge is +1. As for the orbital gap: 0.231 Eh. Its molar mass is 239.32 g/mol. As for the relative energy (zero: lowest compared OMol25 entry of this formula, charge and spin): 16.0 kJ/mol.

Cartesian coordinates (Å):
Cd 0.157 -0.937 0.990
I -0.157 0.937 -0.990

---

[4]
Density functional theory data (ωB97M-V/def2-TZVPD) for a molecular structure, C29H43Cl2N5O5Tl in a non-equilibrium geometry.

The value obtained for the total energy is -2873.47661 Eh. The charge is +1. As for the orbital gap (alpha / beta): 0.193 / 0.229 Eh. Its molar mass is 816.98 g/mol. As for the relative energy (zero: lowest compared OMol25 entry of this formula, charge and spin): 36.7 kJ/mol.

Cartesian coordinates (Å):
Tl -0.137 -1.395 -0.491
C -0.865 3.135 3.649
C -0.199 1.888 3.053
C 1.333 2.082 3.001
C 2.218 0.920 3.484
C 1.727 0.342 4.813
C 3.653 1.417 3.644
N 2.213 -0.257 2.517
C 2.938 -0.176 1.217
C 2.240 0.695 0.157
N 2.135 0.050 -1.176
C 3.080 -1.000 -1.497
C 2.846 -2.480 -0.958
O 3.884 -3.069 -0.717
O 1.643 -2.877 -0.895
C 1.971 1.013 -2.301
C 3.300 1.732 -2.591
C 0.881 2.079 -2.143
C -0.587 1.766 -2.523
C -0.685 0.716 -3.631
C -1.208 3.060 -3.074
N -1.331 1.230 -1.351
C -1.885 2.198 -0.391
C -1.054 2.546 0.840
N -0.756 1.453 1.762
C -1.774 0.418 1.911
C -1.140 -0.829 2.543
O -1.489 -1.197 3.644
O -0.150 -1.378 1.882
H -0.576 3.228 4.696
H -1.952 3.050 3.615
H -0.566 4.051 3.138
H -0.420 1.084 3.753
H 1.593 2.915 3.657
H 1.634 2.380 1.995
H 1.458 1.148 5.496
H 2.517 -0.245 5.287
H 0.854 -0.304 4.693
H 3.711 2.046 4.531
H 3.980 2.014 2.791
H 4.352 0.589 3.783
H 1.225 -0.615 2.319
H 2.640 -1.029 3.032
H 3.008 -1.204 0.882
H 3.951 0.172 1.400
H 2.795 1.634 0.052
H 1.229 0.935 0.496
H 4.096 -0.799 -1.147
H 3.088 -1.152 -2.577
H 1.736 0.396 -3.168
H 3.468 2.555 -1.893
H 3.270 2.156 -3.596
H 4.152 1.057 -2.539
H 1.199 2.895 -2.794
H 0.900 2.486 -1.131
H -0.070 0.995 -4.486
H -1.719 0.642 -3.979
H -0.373 -0.275 -3.296
H -0.792 3.264 -4.060
H -0.993 3.923 -2.444
H -2.291 2.962 -3.178
H -2.115 0.686 -1.702
H -2.842 1.803 -0.053
H -2.109 3.150 -0.877
H -1.629 3.340 1.333
H -0.105 3.004 0.540
H -2.147 0.140 0.928
H -2.619 0.717 2.543
Cl -5.430 -0.553 -1.680
C -4.720 -2.095 -1.851
C -5.426 -3.125 -2.434
C -4.852 -4.379 -2.567
Cl -5.783 -5.635 -3.249
C -3.508 -4.642 -2.136
C -2.864 -5.880 -2.286
C -1.575 -6.023 -1.842
C -0.922 -4.919 -1.282
N -1.520 -3.750 -1.120
C -2.788 -3.611 -1.516
C -3.392 -2.285 -1.305
O -2.797 -1.387 -0.701
H -6.430 -2.950 -2.795
H -3.386 -6.701 -2.758
H -1.057 -6.967 -1.932
H 0.111 -4.971 -0.961

---

[5]
Density functional theory data (ωB97M-V/def2-TZVPD) for a gas-phase ion, C9H11N2O (charge +1) in a non-equilibrium geometry.

The value obtained for the total energy is -533.92096 Eh. The charge is +1. As for the orbital gap: 0.310 Eh. Its SMILES is Cc1ccccc[nH+]c[nH]c1=O. Its molar mass is 163.20 g/mol. As for the relative energy (zero: lowest compared OMol25 entry of this formula, charge and spin): 344.9 kJ/mol.

Cartesian coordinates (Å):
C -1.083 -0.309 -2.510
C -0.779 -0.449 -1.086
C -1.767 -0.606 -0.135
C -1.616 -0.217 1.229
C -0.883 0.783 1.679
C -0.164 1.629 0.761
C 1.114 1.392 0.389
N 1.969 0.542 1.109
C 1.840 -0.768 1.084
N 1.000 -1.431 0.296
C 0.633 -0.711 -0.983
O 1.538 -0.535 -1.684
H -0.612 0.643 -2.650
H -2.064 -0.121 -2.771
H -0.757 -1.147 -3.101
H -2.851 -0.725 -0.399
H -1.928 -0.848 2.045
H -0.631 1.069 2.650
H -0.663 2.344 0.142
H 1.507 2.364 0.038
H 2.896 0.818 1.465
H 2.257 -1.236 1.956
H 1.045 -2.483 0.478

---

[6]
Density functional theory data (ωB97M-V/def2-TZVPD) for C15H12ClNO3 in the gas phase.

The value obtained for the total energy is -1319.49217 Eh. As for the orbital gap: 0.311 Eh. Its SMILES is NC(=O)c1ccccc1OCC(=O)c1ccc(Cl)cc1. Its molar mass is 289.72 g/mol. As for the relative energy (zero: lowest compared OMol25 entry of this formula, charge and spin): 0.0 kJ/mol.

Cartesian coordinates (Å):
N 3.401 2.124 -0.720
C 4.045 1.105 -0.111
O 5.203 1.183 0.243
C 3.252 -0.158 0.022
C 3.929 -1.354 -0.168
C 3.272 -2.568 -0.093
C 1.918 -2.586 0.184
C 1.228 -1.406 0.406
C 1.885 -0.183 0.337
O 1.291 1.023 0.606
C -0.087 1.057 0.866
C -0.902 0.735 -0.389
O -0.362 0.668 -1.468
C -2.355 0.514 -0.209
C -3.061 -0.029 -1.285
C -4.416 -0.269 -1.196
C -5.084 0.044 -0.019
Cl -6.776 -0.247 0.107
C -4.401 0.595 1.058
C -3.043 0.825 0.964
H 2.425 2.066 -0.950
H 3.880 3.004 -0.817
H 4.986 -1.305 -0.381
H 3.809 -3.490 -0.253
H 1.385 -3.523 0.235
H 0.171 -1.457 0.622
H -0.295 2.091 1.161
H -0.359 0.392 1.695
H -2.519 -0.261 -2.189
H -4.957 -0.693 -2.027
H -4.936 0.840 1.962
H -2.529 1.263 1.806

---

[7]
Density functional theory data (ωB97M-V/def2-TZVPD) for C24H20N4O3S2 in the gas phase in a non-equilibrium geometry.

The value obtained for the total energy is -2167.69572 Eh. As for the orbital gap: 0.309 Eh. Its SMILES is COc1ccc(-c2noc(CSc3nc4sc(C)c(C)c4c(=O)n3-c3ccccc3)n2)cc1. Its molar mass is 476.58 g/mol. As for the relative energy (zero: lowest compared OMol25 entry of this formula, charge and spin): 6.0 kJ/mol.

Cartesian coordinates (Å):
C -5.077 2.102 -4.000
O -4.787 3.186 -3.150
C -4.019 2.972 -2.053
C -3.474 1.743 -1.687
C -2.708 1.642 -0.542
C -2.474 2.759 0.255
C -1.681 2.629 1.455
N -1.424 3.602 2.295
O -0.663 3.042 3.273
C -0.515 1.750 2.951
C 0.292 0.865 3.811
S 1.928 0.601 3.033
C 1.482 -0.642 1.872
N 0.327 -1.205 1.982
C 0.042 -2.146 1.064
S -1.468 -2.974 1.019
C -0.934 -3.909 -0.358
C -1.833 -4.926 -0.967
C 0.330 -3.592 -0.754
C 1.024 -4.246 -1.902
C 0.903 -2.572 0.061
C 2.208 -1.965 -0.038
O 3.087 -2.214 -0.835
N 2.414 -0.958 0.939
C 3.662 -0.263 0.909
C 4.814 -0.907 1.332
C 6.022 -0.235 1.284
C 6.076 1.068 0.819
C 4.922 1.703 0.392
C 3.710 1.038 0.430
N -1.114 1.444 1.845
C -3.019 3.991 -0.112
C -3.781 4.094 -1.251
H -5.699 2.510 -4.795
H -5.630 1.317 -3.475
H -4.166 1.678 -4.436
H -3.641 0.861 -2.285
H -2.285 0.694 -0.249
H -0.173 -0.115 3.897
H 0.478 1.331 4.775
H -2.000 -4.704 -2.021
H -1.382 -5.917 -0.904
H -2.791 -4.944 -0.455
H 1.116 -5.318 -1.728
H 0.457 -4.103 -2.821
H 2.015 -3.819 -2.023
H 4.760 -1.925 1.685
H 6.923 -0.732 1.611
H 7.021 1.589 0.783
H 4.964 2.715 0.022
H 2.804 1.518 0.089
H -2.833 4.851 0.511
H -4.212 5.035 -1.553